1.
The following is a DFT calculation (wB97M-V/def2-TZVPD) of an isolated ion of composition C6H9N2 and charge +1 at a distorted geometry.

Geometry as XYZ:
```
17
Properties=species:S:1:pos:R:3
C 0.113 1.083 1.192
N -1.131 0.859 0.573
C -2.044 -0.147 1.258
C -1.249 -0.476 0.096
C -0.584 -1.218 -0.828
C 0.155 -0.499 -1.831
C 1.301 -0.068 -1.500
N 2.422 0.167 -0.963
H 0.557 0.140 1.593
H 0.663 1.235 0.281
H 0.329 1.996 1.824
H -3.020 0.279 1.203
H -1.829 -0.698 2.157
H -0.934 -2.315 -1.074
H -0.323 -0.665 -2.782
H 2.812 -0.695 -0.676
H 2.761 1.023 -0.524
```

Summary:
Charge: +1
Orbital gap: 8.286 eV
Multiplicity: 1
Relative energy (zero: lowest compared OMol25 entry of this formula, charge and spin): 148.23 kcal per mole
HOMO energy: -13.2 eV
SMILES: CN1C/C1=C/C=C=[NH2+]

***

2.
The following is a DFT calculation (wB97M-V/def2-TZVPD) of a 12-piece molecular cluster, C22H29Cl44NO2PSi overall at a distorted geometry.

Geometry as XYZ:
```
100
Properties=species:S:1:pos:R:3
C 5.706 2.927 -0.555
C 5.558 1.544 -1.388
O 5.884 1.610 -2.643
N 5.128 0.315 -0.704
C 4.070 -0.438 -1.464
C 2.690 -0.285 -0.613
C 1.469 -1.178 -1.183
C 0.096 -0.498 -0.596
P -1.437 -1.579 -0.954
C -2.431 -0.910 0.538
C -2.373 0.689 0.771
O -2.421 1.510 -0.431
Si -4.026 1.708 -1.059
C -3.969 3.326 -2.148
C -4.612 0.308 -2.224
C -5.388 2.010 0.255
H 6.807 3.277 -0.608
H 5.069 3.785 -0.978
H 5.454 2.807 0.570
H 4.731 0.627 0.201
H 4.434 -1.534 -1.543
H 3.889 -0.006 -2.524
H 2.367 0.833 -0.618
H 2.903 -0.548 0.504
H 1.510 -2.266 -0.789
H 1.451 -1.249 -2.333
H 0.293 -0.269 0.513
H -0.035 0.475 -1.226
H -0.853 -2.589 -0.052
H -2.499 -2.566 -1.208
H -2.009 -0.628 -1.892
H -0.705 -2.181 -2.052
H -1.986 -1.408 1.494
H -3.543 -1.259 0.501
H -1.365 0.935 1.303
H -3.193 0.943 1.555
H -3.206 3.260 -3.008
H -3.692 4.230 -1.465
H -5.038 3.576 -2.541
H -5.037 -0.609 -1.666
H -3.797 0.003 -3.000
H -5.489 0.727 -2.871
H -4.914 2.604 1.121
H -5.683 0.968 0.685
H -6.328 2.545 -0.174
C 0.606 1.264 3.759
Cl 1.653 1.566 2.355
Cl 0.414 -0.488 3.988
Cl 1.343 1.976 5.213
Cl -0.987 2.002 3.479
C 3.044 -3.559 5.559
Cl 3.575 -5.029 6.409
Cl 1.456 -3.847 4.815
Cl 2.921 -2.216 6.718
Cl 4.225 -3.146 4.296
C -1.728 -3.060 -5.212
Cl -0.233 -2.337 -4.582
Cl -3.087 -1.953 -4.922
Cl -1.559 -3.347 -6.960
Cl -2.036 -4.605 -4.386
C 1.572 -5.587 -1.007
Cl 0.813 -5.352 0.582
Cl 1.969 -7.308 -1.226
Cl 0.448 -5.071 -2.284
Cl 3.063 -4.621 -1.101
C -5.954 -3.443 0.577
Cl -4.884 -3.155 -0.814
Cl -6.152 -5.195 0.816
Cl -5.238 -2.716 2.037
Cl -7.543 -2.704 0.268
C -0.252 4.314 -2.442
Cl -1.015 4.523 -0.850
Cl 0.162 2.604 -2.680
Cl -1.382 4.834 -3.715
Cl 1.227 5.300 -2.524
C 6.545 2.743 -6.196
Cl 4.930 3.268 -5.670
Cl 6.850 3.329 -7.848
Cl 7.774 3.409 -5.096
Cl 6.627 0.967 -6.172
C 0.617 4.028 8.834
Cl -0.699 2.993 8.237
Cl 0.364 5.694 8.267
Cl 0.632 4.001 10.612
Cl 2.172 3.423 8.219
C -6.248 -6.500 4.890
Cl -4.881 -7.081 5.868
Cl -7.634 -6.161 5.952
Cl -5.777 -5.014 4.037
Cl -6.700 -7.746 3.705
C 6.715 -3.400 -7.060
Cl 5.567 -4.112 -5.905
Cl 7.071 -1.724 -6.584
Cl 8.220 -4.347 -7.062
Cl 6.003 -3.415 -8.689
C -1.605 8.107 5.596
Cl -3.313 8.100 6.091
Cl -1.209 6.562 4.811
Cl -1.323 9.441 4.455
Cl -0.574 8.325 7.029
```

Summary:
Charge: -1
Orbital gap: 5.169 eV
Multiplicity: 1
HOMO energy: -3.9 eV

***

3.
The following is a DFT calculation (wB97M-V/def2-TZVPD) of a 11-piece molecular cluster, H22O11 overall at a distorted geometry.

Geometry as XYZ:
```
33
Properties=species:S:1:pos:R:3
O 2.104 -12.416 -8.115
H 1.865 -13.005 -8.793
H 1.737 -11.609 -8.418
O -0.919 -10.992 -5.303
H -0.901 -11.827 -4.884
H -1.064 -10.320 -4.623
O -3.418 -12.942 -9.824
H -2.912 -13.729 -9.563
H -2.945 -12.658 -10.575
O 3.956 -13.530 -6.740
H 3.156 -13.167 -7.132
H 4.433 -13.841 -7.538
O -0.251 -12.348 -9.693
H -0.376 -13.266 -9.882
H -0.928 -12.067 -9.110
O -1.724 -13.890 -4.872
H -1.459 -14.124 -5.777
H -2.535 -14.359 -4.651
O 1.346 -13.288 -5.198
H 1.826 -14.089 -5.341
H 1.968 -12.632 -5.527
O -2.112 -11.842 -7.698
H -1.833 -11.368 -6.871
H -2.565 -12.641 -7.455
O -2.475 -16.514 -8.225
H -2.473 -17.279 -8.718
H -1.729 -16.641 -7.644
O -0.508 -14.031 -7.149
H 0.323 -13.876 -6.645
H -0.592 -13.376 -7.828
O -1.347 -14.754 -10.173
H -1.697 -15.313 -9.491
H -1.500 -15.023 -11.069
```

Summary:
Charge: 0
Orbital gap: 10.700 eV
Multiplicity: 1
Relative energy (zero: lowest compared OMol25 entry of this formula, charge and spin): 32.23 kcal per mole
HOMO energy: -10.7 eV
SMILES: O.O.O.O.O.O.O.O.O.O.O

***

4.
The following is a DFT calculation (wB97M-V/def2-TZVPD) of the molecule CH3NO4 at a distorted geometry.

Geometry as XYZ:
```
9
Properties=species:S:1:pos:R:3
N 0.539 -0.842 -1.029
C 0.624 0.037 0.022
O -0.738 -0.892 0.455
O -2.007 -0.300 0.353
O 0.056 1.279 -0.157
O 1.716 -0.083 0.634
H -1.759 0.641 0.222
H 0.687 1.912 0.219
H 0.884 -1.753 -0.719
```

Summary:
Charge: 0
Orbital gap (alpha / beta): 8.399 / 8.061 eV
Multiplicity: 1
Relative energy (zero: lowest compared OMol25 entry of this formula, charge and spin): 106.60 kcal per mole
HOMO energy (alpha / beta): -10.2 / -10.4 eV